C21H32HfN12O7PS4 | the ωB97M-V functional and the def2-TZVPD basis

XYZ file:
```
78
Properties=species:S:1:pos:R:3:forces:R:3
H -16.12115 15.39731 4.12673 0.163 -0.100 -0.069
H -9.67539 14.17944 5.40574 0.057 0.102 0.078
C -14.07782 15.05538 4.77741 0.686 0.255 -0.615
N -17.02223 14.08879 10.23008 0.059 -0.058 1.029
H -21.03190 18.94617 6.92042 -0.023 -0.028 -0.112
C -19.50612 17.72620 4.13434 -0.157 -0.180 -0.172
Hf -14.66549 16.08535 7.48811 -0.399 -0.050 -0.428
C -17.54250 17.80885 5.97069 -0.495 0.239 0.187
O -11.24996 16.18756 9.06856 0.010 -0.032 -0.055
H -10.80432 15.46890 5.06161 -0.032 0.111 0.182
O -19.52969 6.96588 8.44516 -0.169 0.041 -0.153
C -9.91954 17.08962 10.80349 -0.127 0.428 0.167
H -15.52942 7.49789 9.22557 -0.115 0.211 -0.089
N -13.14776 18.46198 8.82455 0.614 1.176 -0.323
H -10.47987 18.11015 8.95737 0.064 -0.092 0.143
H -17.96019 14.99430 5.44724 -0.065 -0.141 0.158
C -21.08893 18.64074 5.87541 -0.294 0.116 0.082
N -14.49286 16.28845 11.06474 0.205 0.197 0.470
H -15.65361 13.68036 4.42850 -0.030 0.076 -0.048
H -20.29093 17.65151 3.39416 -0.014 0.088 0.011
C -19.73740 18.18240 5.42575 -0.116 0.220 0.368
H -7.91194 15.86245 5.97912 -0.047 0.034 0.031
N -13.87935 17.38059 9.06449 -0.630 -0.420 -1.294
C -17.43386 8.39921 8.85352 0.193 0.625 -0.232
H -19.17848 9.55087 8.37392 0.124 -0.023 0.052
C -18.22724 17.30549 3.86707 -0.217 -0.023 -0.152
C -17.39170 14.44890 6.20814 0.043 -0.107 -0.422
N -12.70807 18.99703 9.91060 -0.186 -0.359 0.441
H -14.34478 11.90031 8.08827 -0.105 -0.082 -0.061
H -15.19895 17.51379 4.35134 0.073 0.090 -0.110
N -15.66619 15.36434 9.23786 0.213 0.254 -2.013
H -17.43327 13.37300 6.02494 -0.157 -0.023 0.006
H -15.76890 12.68822 7.91660 -0.143 0.278 0.075
O -18.74028 7.22363 10.73388 -0.080 0.092 0.284
H -14.23545 9.53656 8.58065 -0.146 0.052 0.016
H -10.77606 17.46066 11.36872 0.005 -0.063 -0.062
N -18.77734 18.24766 6.33273 0.300 -0.271 -0.357
N -16.66630 14.46898 9.06757 0.207 0.198 0.988
H -13.55108 17.30647 3.63972 0.050 0.224 -0.165
C -15.99443 10.69726 8.13741 0.358 0.263 -0.051
S -12.91664 14.28969 7.81964 0.271 -0.503 0.231
C -14.13120 17.46845 4.54836 0.191 -0.437 -0.033
C -8.78753 16.15772 5.39531 0.188 -0.231 0.308
N -13.17125 18.24743 10.91889 0.367 0.595 0.732
H -9.06996 17.73371 11.03151 0.102 0.035 0.011
C -17.38745 10.70280 8.09543 0.019 -0.306 -0.016
O -17.48588 5.84301 9.17069 0.177 -0.128 -0.055
C -9.93422 15.20941 5.68179 -0.024 -0.182 -0.207
H -17.91887 11.59364 7.78313 0.044 0.076 0.008
H -9.69307 16.08222 11.13525 0.050 -0.204 -0.002
H -13.66695 15.08308 3.75774 -0.109 -0.059 0.119
N -15.27823 11.83663 7.69838 0.084 -0.333 0.053
H -13.51362 14.32785 5.37593 -0.214 0.201 -0.213
C -16.04056 8.40601 8.90656 -0.250 -0.065 0.062
H -9.05403 17.17098 5.67750 -0.092 0.182 0.019
N -17.24811 17.32559 4.75375 -0.030 0.118 0.211
N -16.26521 14.70767 11.18788 -0.828 -0.759 0.428
H -8.50117 16.14055 4.35068 -0.020 0.001 -0.334
C -15.53013 14.72166 4.75252 -0.614 -0.423 -0.041
S -18.38620 6.97471 9.34659 0.021 -0.237 -0.043
O -16.01506 14.84207 6.08741 -0.010 0.116 0.102
O -13.85414 16.33100 5.39623 0.078 -0.264 -0.480
P -11.70233 15.92614 7.50997 1.196 -0.503 0.325
S -16.32307 18.00138 7.16885 -0.092 0.523 0.149
H -9.29322 16.79926 8.77913 -0.131 -0.003 -0.029
H -21.44279 19.48123 5.27383 0.059 0.018 -0.005
C -15.32434 9.54794 8.55555 -0.150 -0.152 -0.092
S -12.81257 19.01198 7.25253 0.204 0.665 -0.084
H -17.98277 16.92031 2.88802 0.129 -0.121 -0.248
H -14.49286 16.38934 12.06797 -0.026 -0.077 -0.116
H -21.83412 17.84899 5.77540 0.056 -0.058 0.004
C -10.19488 17.11323 9.32088 0.247 0.022 -0.177
H -17.73439 14.66132 7.21779 0.135 0.059 -0.239
C -15.44763 15.47390 10.51482 -0.425 -0.272 0.761
C -13.87048 17.28124 10.36504 -0.091 -0.197 1.199
C -18.09418 9.56273 8.43516 0.064 -0.407 0.189
H -13.80085 18.34336 5.09930 -0.019 -0.063 -0.065
O -10.24127 15.22488 7.06485 -0.231 0.056 -0.217
```
Positions in Å, forces in eV/Å.

Properties
Spin multiplicity = 2
Highest occupied orbital energy (spin up / spin down) = -1.03 / -2.96 eV
Strongest force on any atom = 0.0397 hartree/bohr
Frontier orbital gap (spin up / spin down) = 4.6 / 6.5 eV
Energy above the lowest of the compared OMol25 structures with the same formula, charge and spin = 58.66 kcal per mole
Charge = -2

In the Löwdin picture, each atom carries the following charge in e:
1. H 0.107
2. H 0.112
3. C -0.221
4. N -0.039
5. H 0.077
6. C -0.041
7. Hf 0.990
8. C -0.784
9. O -0.421
10. H 0.093
11. O -0.389
12. C -0.084
13. H 0.105
14. N -0.665
15. H 0.078
16. H 0.082
17. C -0.043
18. N 0.178
19. H 0.144
20. H 0.101
21. C -0.353
22. H 0.073
23. N -0.122
24. C -0.280
25. H 0.108
26. C -0.158
27. C -0.065
28. N 0.018
29. H 0.026
30. H 0.050
31. N -0.149
32. H 0.092
33. H 0.017
34. O -0.377
35. H 0.100
36. H 0.050
37. N 0.094
38. N -0.072
39. H 0.092
40. C -0.327
41. S 0.320
42. C -0.094
43. C -0.088
44. N 0.071
45. H 0.070
46. C -0.048
47. O -0.393
48. C -0.353
49. H 0.093
50. H 0.074
51. H 0.136
52. N 0.084
53. H 0.063
54. C -0.069
55. H 0.073
56. N 0.013
57. N 0.054
58. H 0.063
59. C -0.187
60. S 0.377
61. O -0.353
62. O -0.431
63. P 0.482
64. S 0.611
65. H 0.101
66. H 0.075
67. C -0.050
68. S 0.441
69. H 0.106
70. H 0.148
71. H 0.078
72. C -0.334
73. H 0.066
74. C -0.490
75. C -0.445
76. C -0.064
77. H -0.004
78. O -0.393


C27H44BrN3O2Y | the ωB97M-V functional and the def2-TZVPD basis

XYZ file:
```
78
Properties=species:S:1:pos:R:3:forces:R:3
H 2.21931 5.27502 4.21158 -0.025 -0.091 -0.046
H 4.77798 -0.42064 -2.90162 -0.011 0.077 -0.046
H -3.87772 2.12635 0.56151 0.102 0.017 0.100
C 2.41329 -0.37932 -4.29464 -0.028 -0.129 -0.057
H 4.93264 0.70654 -4.26545 -0.004 -0.008 0.074
H -0.04301 -4.82886 2.11534 -0.084 0.092 -0.042
H 1.67831 -2.74985 -0.45104 0.001 0.030 -0.013
C -2.77292 1.16522 2.18385 0.078 -0.024 0.025
H 1.76267 -1.56692 1.84636 0.095 0.160 -0.121
H -2.98192 -1.64718 -3.43402 -0.006 0.056 0.036
C 1.93332 3.15173 4.27492 0.070 0.206 0.104
H -2.67326 2.22107 4.06835 0.044 -0.054 -0.043
H -2.93399 -3.69454 -2.31795 0.065 0.028 0.090
H 1.96004 -3.23648 2.29843 -0.060 -0.004 0.044
H 2.93068 1.12693 -1.39214 0.224 0.106 0.110
C -0.74206 -1.71053 0.79743 0.134 -0.406 0.078
H 1.50868 2.19052 -3.99218 0.065 -0.008 0.009
Y 0.33791 0.58057 0.53785 1.152 -0.762 -0.705
C 0.95061 3.33680 0.17395 -0.329 -0.142 -0.158
H -2.79122 0.47541 -0.63505 0.125 0.078 -0.056
C -1.44557 -1.27933 -0.36602 0.058 0.036 -0.166
H 0.77517 1.47877 -2.13683 -0.099 0.362 -0.174
C -1.93210 0.19552 1.35912 -1.262 0.091 0.384
N 2.50864 0.41448 -1.97541 -0.147 -0.036 0.075
H 4.90930 1.32839 -2.61229 -0.043 -0.089 -0.073
H 0.40702 -2.25288 -2.12645 -0.087 0.008 -0.043
C 1.62258 2.04042 3.51888 0.106 -0.093 -0.115
H -2.38378 -0.14496 -2.72724 -0.031 -0.054 0.015
C -2.02006 1.61207 3.43744 0.047 0.087 0.082
C 1.97072 4.38424 3.64446 0.072 0.098 0.242
C -1.76110 -1.98049 -1.70158 0.130 0.113 -0.014
H -3.79837 -0.42855 3.27317 -0.036 0.095 -0.091
C 2.97726 0.68408 -3.36268 0.008 0.076 0.035
H 0.37571 -3.86764 -0.85405 -0.135 -0.059 -0.014
H -0.86854 -0.96857 2.88699 0.251 0.162 -0.006
H -4.71218 1.09143 3.17101 0.120 -0.096 -0.083
O -0.04988 2.52076 -0.08269 0.286 1.412 -0.160
H -3.69988 3.10755 2.01345 0.019 -0.054 -0.052
C -4.04476 0.41682 2.62110 -0.042 -0.095 0.033
Br 1.67207 0.35401 4.34439 -0.054 -0.082 -0.035
H 2.15193 3.04190 5.32652 0.000 0.021 -0.007
O 1.56550 4.01017 -0.61754 -0.115 -0.007 -0.012
C 4.49053 0.56412 -3.27792 0.194 -0.003 0.018
C -0.68354 -4.01218 1.76259 -0.037 -0.153 0.050
C 1.69634 4.46504 2.29005 0.073 0.159 0.023
C -0.54897 -2.19594 -2.64485 -0.026 -0.039 0.036
C 0.98218 -3.48772 -0.04016 -0.060 0.012 0.036
C -2.12488 -0.08413 0.00033 -0.102 0.068 -0.132
H -1.81340 -4.08022 -1.01910 0.120 -0.018 0.042
H -2.32371 2.89138 0.91954 0.024 0.017 0.017
H 0.63399 -0.12218 -2.34814 -0.107 -0.336 -0.142
H 3.06780 2.31228 -4.78470 -0.041 -0.028 0.075
C -1.06622 -0.79145 1.84059 -0.833 -1.143 0.884
H -3.27554 -3.16084 -0.66311 0.080 0.014 -0.089
C 1.34736 3.31217 1.63444 -0.054 -0.220 0.013
H -1.24423 -3.62071 2.61724 0.064 -0.050 -0.091
C 0.16839 -2.90805 1.12305 -0.002 0.052 -0.061
H 0.76083 -2.23994 3.12776 0.050 -0.025 -0.028
H 2.89878 2.84740 -3.10602 -0.014 -0.055 -0.067
C -2.47935 -3.31061 -1.39917 0.021 0.001 0.004
H 2.56284 -1.38144 -3.88007 0.002 0.113 -0.046
N 1.09345 0.58067 -1.79122 0.125 -0.120 0.097
H 1.34809 -0.23216 -4.49855 0.059 -0.017 0.049
C 2.58609 2.08746 -3.83014 -0.018 0.074 -0.037
N 1.31011 2.09247 2.22786 0.063 0.480 -0.052
H 1.73455 5.39514 1.74002 -0.006 -0.025 0.024
C 1.20751 -2.45798 2.15864 -0.005 -0.197 0.193
H -1.15213 2.22711 3.17978 -0.035 -0.012 0.010
H -1.67954 0.76225 4.03800 -0.043 0.093 -0.061
H 1.58280 -4.32132 0.33361 -0.048 0.058 -0.016
C -3.18404 2.39269 1.36660 -0.098 0.006 -0.066
H -4.58763 0.03123 1.75211 0.060 0.050 0.102
H -0.49177 -1.38797 -3.38393 -0.030 -0.075 0.058
C -2.77212 -1.14016 -2.48912 -0.137 0.066 -0.145
H -1.40199 -4.42817 1.05240 0.078 0.053 0.083
H 2.92606 -0.32782 -5.25683 -0.049 -0.004 0.039
H -3.72000 -1.02703 -1.95372 0.117 -0.032 -0.078
H -0.65766 -3.12339 -3.21707 -0.038 0.120 0.055
```
Positions in Å, forces in eV/Å.

Properties
Highest occupied orbital energy = -11.37 eV
Strongest force on any atom = 0.0324 hartree/bohr
Frontier orbital gap = 8.0 eV
Charge = +1

In the Löwdin picture, each atom carries the following charge in e:
1. H 0.130
2. H 0.090
3. H 0.090
4. C -0.041
5. H 0.094
6. H 0.096
7. H 0.084
8. C -0.547
9. H 0.052
10. H 0.097
11. C -0.081
12. H 0.097
13. H 0.094
14. H 0.100
15. H 0.102
16. C -0.209
17. H 0.081
18. Y 1.604
19. C -0.578
20. H 0.115
21. C -0.154
22. H 0.083
23. C -0.311
24. N -0.042
25. H 0.089
26. H 0.045
27. C -0.730
28. H 0.088
29. C -0.043
30. C -0.001
31. C -0.504
32. H 0.092
33. C -0.635
34. H 0.066
35. H 0.107
36. H 0.093
37. O -0.184
38. H 0.094
39. C -0.030
40. Br 0.880
41. H 0.113
42. O 0.116
43. C -0.043
44. C -0.023
45. C 0.029
46. C -0.048
47. C -0.041
48. C -0.069
49. H 0.062
50. H 0.071
51. H 0.046
52. H 0.096
53. C -0.180
54. H 0.102
55. C -0.179
56. H 0.094
57. C -0.529
58. H 0.053
59. H 0.088
60. C -0.032
61. H 0.092
62. N -0.032
63. H 0.072
64. C -0.036
65. N -0.007
66. H 0.138
67. C -0.087
68. H 0.068
69. H 0.076
70. H 0.096
71. C -0.038
72. H 0.092
73. H 0.067
74. C -0.069
75. H 0.076
76. H 0.095
77. H 0.096
78. H 0.102


C2H7FN2 | the ωB97M-V functional and the def2-TZVPD basis

XYZ file:
```
12
Properties=species:S:1:pos:R:3:forces:R:3
C -0.85994 0.00133 -0.24284 -0.964 0.665 2.109
H -0.60017 -2.00703 0.60311 2.312 -0.920 1.104
C -1.26008 -1.38124 0.12506 -1.991 2.831 3.919
N -0.64501 0.48082 -1.34275 0.540 0.935 -2.447
H 1.75195 0.19835 -0.24578 -0.006 -0.667 0.506
F -0.97320 0.87478 0.81735 0.052 -0.570 0.384
H -0.52938 1.51806 -1.34268 0.007 -1.190 0.278
N 1.91737 1.03396 0.28013 1.831 2.110 -0.625
H -1.56045 -1.86642 -0.68449 -1.564 -1.969 -3.585
H -2.11630 -1.32846 0.92668 1.299 0.133 -1.766
H 2.75430 1.48899 -0.17373 -1.284 -0.652 0.758
H 2.12092 0.98686 1.27994 -0.231 -0.706 -0.634
```
Positions in Å, forces in eV/Å.

Properties
SMILES = [H]/N=C(/C)F.N
Highest occupied orbital energy = -9.80 eV
Strongest force on any atom = 0.1017 hartree/bohr
Frontier orbital gap = 10.8 eV
Energy above the lowest of the compared OMol25 structures with the same formula, charge and spin = 32.26 kcal per mole
Charge = 0

In the Löwdin picture, each atom carries the following charge in e:
1. C -0.521
2. H 0.050
3. C 0.000
4. N 0.162
5. H -0.013
6. F 0.002
7. H 0.095
8. N 0.005
9. H 0.028
10. H 0.137
11. H 0.037
12. H 0.018